# 1
C3H6FNS | ωB97M-V/def2-TZVPD

Geometry (Å):
C  0.102  -1.143  0.166
C  -0.286  1.037  0.043
C  -1.458  0.108  -0.158
N  0.806  0.099  -0.101
F  -2.430  0.088  0.758
S  2.418  0.297  0.567
H  0.190  -1.885  0.949
H  0.107  -1.623  -0.828
H  -0.293  1.855  -0.716
H  -0.202  1.591  1.052
H  -1.880  -0.134  -1.229
H  2.927  -0.289  -0.503

Computed properties:
**Orbital gap**: 9.34 eV
**Highest occupied orbital energy**: -8.45 eV
**Energy relative to the best compared isomer or geometry (same formula, charge and spin)**: 95.2 kcal/mol
**Multiplicity**: 1
**Energy**: -670.57236 a.u.
**LUMO energy**: 0.89 eV
**Net charge**: 0

***

# 2
C5H7NO | ωB97M-V/def2-TZVPD

Geometry (Å):
O  2.055  0.155  0.707
C  2.787  -0.532  -0.310
C  1.360  -0.487  -0.349
C  0.106  -0.564  -0.668
C  -1.075  -0.173  -0.251
C  -2.270  0.651  -0.394
N  -2.174  -0.524  0.499
H  0.549  0.961  1.329
H  3.355  0.128  -0.959
H  3.292  -1.420  0.056
H  -0.188  1.018  1.322
H  -2.780  0.571  -1.350
H  -2.380  1.602  0.126
H  -2.639  -1.387  0.242

Computed properties:
**Orbital gap**: 9.70 eV
**Highest occupied orbital energy**: -8.88 eV
**Energy relative to the best compared isomer or geometry (same formula, charge and spin)**: 157.6 kcal/mol
**Multiplicity**: 1
**Energy**: -324.47325 a.u.
**LUMO energy**: 0.82 eV
**Net charge**: 0

***

# 3
C5H12O2 | ωB97M-V/def2-TZVPD

Geometry (Å):
C  2.255  0.118  1.533
C  0.898  0.533  0.960
C  0.263  -0.542  0.065
O  0.505  -1.843  0.446
C  -1.283  0.908  -0.816
C  -1.788  0.309  -2.091
O  -1.240  -0.360  0.176
H  2.183  -0.762  2.181
H  2.979  -0.113  0.743
H  2.669  0.937  2.132
H  0.189  0.748  1.769
H  0.981  1.457  0.383
H  0.570  -0.448  -0.983
H  0.322  -1.891  1.393
H  -2.031  1.525  -0.319
H  -1.082  -0.417  -2.534
H  -2.781  -0.182  -2.062
H  -1.851  1.145  -2.792
H  -1.759  -1.122  -0.182

Computed properties:
**Orbital gap**: 7.34 eV
**Highest occupied orbital energy**: -6.74 eV
**Energy relative to the best compared isomer or geometry (same formula, charge and spin)**: 109.6 kcal/mol
**Multiplicity**: 1
**Energy**: -348.03013 a.u.
**LUMO energy**: 0.60 eV
**Net charge**: 0

***

# 4
H8LiO4 | ωB97M-V/def2-TZVPD

Geometry (Å):
Li  -0.174  -0.111  -0.242
O  1.693  0.248  -0.813
H  1.739  -0.126  -1.678
H  2.619  0.120  -0.445
O  -1.191  0.260  -1.839
H  -2.007  0.654  -1.662
H  -1.125  0.128  -2.763
O  -0.044  -1.774  1.061
H  -0.767  -2.194  1.530
H  0.547  -1.366  1.816
O  -0.217  1.100  1.584
H  -1.100  1.071  2.070
H  0.027  1.988  1.380

Computed properties:
**Orbital gap**: 12.65 eV
**Highest occupied orbital energy**: -16.17 eV
**Energy relative to the best compared isomer or geometry (same formula, charge and spin)**: 13.1 kcal/mol
**Multiplicity**: 1
**Energy**: -313.15072 a.u.
**LUMO energy**: -3.52 eV
**Net charge**: +1

***

# 5
C30H29AuF3N3O6S | ωB97M-V/def2-TZVPD

Geometry (Å):
Au  0.315  -0.210  -0.077
C  -2.993  3.870  0.620
O  -3.602  2.659  0.269
C  -4.829  2.630  -0.302
C  -5.655  3.721  -0.513
C  -6.939  3.540  -1.038
C  -7.400  2.272  -1.337
C  -6.575  1.176  -1.160
C  -5.280  1.340  -0.669
N  -4.445  0.229  -0.527
C  -3.044  0.268  -0.652
N  -2.646  0.997  -1.718
C  -1.455  1.723  -1.946
C  -0.260  1.458  -1.278
C  0.832  2.254  -1.646
C  0.760  3.225  -2.622
C  -0.444  3.482  -3.258
C  -1.559  2.743  -2.910
O  -2.826  2.968  -3.486
C  -2.921  3.997  -4.421
N  -2.310  -0.513  0.050
C  -2.843  -1.086  1.196
C  -3.159  -0.255  2.280
C  -3.765  -0.746  3.417
C  -4.047  -2.100  3.517
C  -3.679  -2.948  2.489
C  -3.081  -2.465  1.331
O  -2.862  -3.413  0.353
C  -1.768  -3.226  -0.525
H  -2.028  3.584  1.039
H  -3.578  4.409  1.376
H  -2.842  4.517  -0.253
H  -5.325  4.716  -0.254
H  -7.576  4.404  -1.180
H  -8.404  2.130  -1.715
H  -6.912  0.179  -1.406
H  -4.774  -0.513  0.078
H  -3.420  1.398  -2.235
H  1.778  2.072  -1.157
H  1.641  3.785  -2.913
H  -0.486  4.254  -4.015
H  -3.976  4.075  -4.695
H  -2.329  3.785  -5.322
H  -2.591  4.960  -4.009
H  -2.889  0.786  2.187
H  -4.028  -0.074  4.222
H  -4.538  -2.501  4.395
H  -3.869  -4.010  2.550
H  -1.613  -4.197  -1.002
H  -0.867  -2.919  0.011
H  -1.983  -2.465  -1.279
F  -0.997  -0.084  5.071
C  -0.072  -0.478  4.177
F  -0.600  -1.492  3.483
F  0.935  -1.008  4.903
S  0.559  0.964  3.132
O  1.255  1.742  4.140
O  -0.644  1.579  2.629
O  1.411  0.284  2.188
C  1.802  -1.827  -0.460
C  2.822  -1.155  -1.218
C  4.045  -0.739  -0.654
C  5.001  -0.080  -1.394
C  4.794  0.206  -2.737
C  3.581  -0.161  -3.310
C  2.631  -0.829  -2.578
H  2.151  -2.239  0.482
H  1.266  -2.573  -1.045
H  4.225  -0.932  0.397
H  5.933  0.217  -0.921
H  5.552  0.713  -3.321
H  3.377  0.093  -4.347
H  1.683  -1.080  -3.038

Computed properties:
**Orbital gap**: 4.46 eV
**Highest occupied orbital energy**: -0.36 eV
**Energy relative to the best compared isomer or geometry (same formula, charge and spin)**: 49.2 kcal/mol
**Multiplicity**: 1
**Energy**: -2609.76404 a.u.
**LUMO energy**: 4.10 eV
**Net charge**: -2

***

# 6
C28H39Br2CrN2O4PS | ωB97M-V/def2-TZVPD

Geometry (Å):
Cr  0.633  -0.609  0.808
N  1.658  -1.813  2.238
C  2.559  -1.201  3.248
C  1.841  -0.067  3.967
C  1.592  1.090  3.014
O  2.191  2.136  3.135
O  0.733  0.868  2.047
H  0.925  -2.310  2.737
H  2.149  -2.525  1.702
H  3.452  -0.841  2.735
H  2.869  -1.961  3.966
H  2.444  0.289  4.798
H  0.889  -0.439  4.359
Br  1.784  -4.827  -1.738
C  2.797  -3.255  -1.509
C  4.115  -3.206  -2.002
C  4.882  -2.090  -1.841
Br  6.643  -2.069  -2.519
C  4.369  -0.957  -1.159
C  5.077  0.237  -0.898
C  4.475  1.241  -0.193
C  3.160  1.078  0.267
N  2.461  -0.013  0.021
C  3.047  -1.030  -0.684
C  2.224  -2.179  -0.868
O  0.990  -2.141  -0.400
H  4.516  -4.071  -2.512
H  6.095  0.339  -1.250
H  4.994  2.161  0.032
H  2.685  1.843  0.863
C  -2.648  -3.299  2.329
S  -1.187  -3.129  1.321
C  -1.828  -3.793  -0.203
O  -1.087  -1.598  1.193
H  -3.462  -2.745  1.864
H  -2.419  -2.883  3.308
H  -2.889  -4.357  2.419
H  -1.974  -4.859  -0.019
H  -1.067  -3.643  -0.963
H  -2.769  -3.317  -0.466
C  0.799  2.764  -1.842
C  -0.388  2.787  -0.873
C  0.046  3.387  0.473
C  -1.476  3.724  -1.416
P  -0.968  1.022  -0.571
C  -2.485  1.249  0.431
C  -2.454  1.030  1.807
C  -3.587  1.231  2.585
C  -4.771  1.648  1.999
C  -4.816  1.876  0.630
C  -3.682  1.684  -0.142
C  -1.513  0.230  -2.203
C  -2.129  1.127  -3.283
C  -0.262  -0.414  -2.819
C  -2.527  -0.871  -1.867
H  1.268  3.750  -1.849
H  0.493  2.541  -2.865
H  1.556  2.034  -1.553
H  0.201  4.459  0.332
H  0.961  2.959  0.865
H  -0.719  3.261  1.239
H  -1.008  4.696  -1.594
H  -2.267  3.878  -0.683
H  -1.918  3.401  -2.352
H  -1.533  0.726  2.284
H  -3.539  1.069  3.654
H  -5.654  1.805  2.604
H  -5.733  2.213  0.164
H  -3.737  1.881  -1.203
H  -1.448  1.898  -3.637
H  -3.060  1.596  -2.972
H  -2.365  0.488  -4.138
H  0.498  0.333  -3.057
H  -0.541  -0.905  -3.754
H  0.184  -1.157  -2.164
H  -3.520  -0.467  -1.681
H  -2.230  -1.428  -0.980
H  -2.596  -1.558  -2.715

Computed properties:
**Orbital gap (alpha / beta)**: 7.64 / 7.50 eV
**Highest occupied orbital energy (alpha / beta)**: -10.62 / -10.74 eV
**<S²>**: 3.7837
**Energy relative to the best compared isomer or geometry (same formula, charge and spin)**: 6.8 kcal/mol
**Multiplicity**: 4
**Energy**: -8432.80972 a.u.
**LUMO energy (alpha / beta)**: -2.98 / -3.24 eV
**Net charge**: +1

***

Asked for max |F| across the records above, the calculation gives 5.1 0.8 1.0 3.1 1.6 0.5 eV/A in order.